{"formula": "C39H61F14N2O10S", "method": "ωB97M-V/def2-TZVPD", "homo_energy_ev": -10.23, "e_lumo_ev": -4.367, "gap_ha": 0.21550, "charge": 1, "elements": ["C", "C", "O", "O", "C", "C", "C", "C", "C", "C", "N", "N", "C", "C", "C", "O", "F", "C", "C", "C", "C", "F", "F", "C", "F", "F", "C", "F", "F", "C", "F", "F", "S", "F", "F", "F", "F", "F", "H", "H", "H", "H", "H", "H", "H", "H", "H", "H", "H", "H", "H", "H", "H", "H", "H", "H", "H", "C", "C", "O", "C", "H", "H", "H", "H", "H", "H", "C", "C", "O", "C", "H", "H", "H", "H", "H", "H", "C", "C", "O", "C", "H", "H", "H", "H", "H", "H", "C", "C", "O", "C", "H", "H", "H", "H", "H", "H", "C", "C", "O", "C", "H", "H", "H", "H", "H", "H", "C", "C", "O", "C", "H", "H", "H", "H", "H", "H", "C", "C", "O", "C", "H", "H", "H", "H", "H", "H"], "coordinates": [[3.87493, -6.80924, 3.86261], [4.34947, -6.80927, 2.44096], [3.72087, -7.24824, 1.51264], [5.58602, -6.27687, 2.33541], [5.98827, -5.83064, 1.03374], [5.16618, -4.64858, 0.57116], [4.96043, -3.58162, 1.65556], [4.79239, -2.19265, 1.02648], [3.89723, -2.15163, -0.18944], [4.45278, -1.58430, -1.35958], [3.83031, -1.48705, -2.50702], [2.61746, -1.98010, -2.52715], [1.94993, -2.54007, -1.50971], [0.55529, -3.00158, -1.84604], [-0.44412, -1.88933, -2.10425], [-1.60143, -1.98366, -2.03863], [0.18321, -0.76564, -2.52256], [2.58865, -2.64606, -0.25668], [1.88482, -3.30332, 0.90510], [1.69307, -2.40656, 2.14436], [0.33654, -1.71154, 2.19787], [-0.19366, -1.57540, 0.94600], [0.51806, -0.45065, 2.67385], [-0.72022, -2.32996, 3.15506], [-1.71694, -1.46898, 3.37695], [-0.07075, -2.52492, 4.32930], [-1.31786, -3.72906, 2.79690], [-1.98477, -4.12159, 3.88358], [-0.27555, -4.57318, 2.60838], [-2.22400, -3.77336, 1.50857], [-2.83057, -2.60387, 1.34142], [-1.38045, -3.95178, 0.46854], [-3.54226, -5.16197, 1.43517], [-2.57186, -6.09184, 2.28177], [-2.92356, -5.75735, 0.10365], [-4.48819, -4.24557, 0.56355], [-4.17411, -4.56255, 2.75635], [-4.62133, -6.29314, 1.44077], [2.80449, -6.99074, 3.89238], [4.12091, -5.86374, 4.34667], [4.40234, -7.58644, 4.41981], [7.02846, -5.52962, 1.15471], [5.91424, -6.63866, 0.30823], [5.70355, -4.19258, -0.26451], [4.20650, -4.99568, 0.20071], [4.11969, -3.82491, 2.30741], [5.85263, -3.53978, 2.28615], [5.78083, -1.86151, 0.69960], [4.47111, -1.44674, 1.75999], [5.46457, -1.20018, -1.33660], [2.15601, -1.89629, -3.42870], [0.61022, -3.55233, -2.79496], [0.14269, -3.68910, -1.12129], [2.47800, -4.17529, 1.19145], [0.93110, -3.70057, 0.58571], [1.87741, -2.98707, 3.04405], [2.42427, -1.59769, 2.14149], [-1.96123, 0.77026, -4.59719], [-1.11836, 0.60573, -5.83047], [-0.33035, -0.31267, -5.93992], [-1.28495, 1.64131, -6.91157], [-1.73673, -0.04501, -3.91630], [-1.73658, 1.72428, -4.12114], [-3.02313, 0.74256, -4.84643], [-1.05623, 2.62986, -6.50976], [-2.31729, 1.64767, -7.26457], [-0.61984, 1.41924, -7.74278], [-3.77003, 4.84896, -2.32464], [-2.95095, 4.69000, -3.57712], [-2.18519, 3.75582, -3.71211], [-3.11049, 5.72627, -4.65779], [-3.55237, 4.02831, -1.64325], [-3.54219, 5.80196, -1.84654], [-4.83151, 4.85007, -2.57112], [-2.84527, 6.71220, -4.27907], [-4.14219, 5.75729, -5.00246], [-2.45352, 5.46366, -5.48532], [-6.60413, 8.61466, -4.88748], [-5.80120, 8.48255, -3.61799], [-5.21982, 7.45700, -3.33831], [-5.75584, 9.68892, -2.71560], [-6.56131, 7.68565, -5.45097], [-7.64387, 8.84458, -4.65030], [-6.20608, 9.42675, -5.49778], [-6.76541, 9.95628, -2.40002], [-5.32871, 10.53983, -3.24843], [-5.15003, 9.47092, -1.83957], [2.53958, -8.04143, -1.91699], [2.76996, -6.66287, -2.47682], [3.59944, -5.90352, -2.02933], [1.89707, -6.26058, -3.64229], [3.20554, -8.23973, -1.08041], [1.50654, -8.12025, -1.57322], [2.69707, -8.78807, -2.69656], [0.84431, -6.30169, -3.35449], [2.04494, -6.94799, -4.47558], [2.15149, -5.25163, -3.96356], [-2.13126, 0.93419, 5.37949], [-2.01098, 2.37852, 5.80762], [-0.99138, 3.00255, 5.62933], [-3.21522, 2.99335, 6.47609], [-1.19947, 0.61558, 4.91968], [-2.33972, 0.30839, 6.24912], [-2.94794, 0.81626, 4.66526], [-3.46730, 2.43615, 7.37966], [-4.07463, 2.96165, 5.80428], [-2.99987, 4.02609, 6.73849], [-0.00642, 4.36717, -1.41097], [0.71150, 4.45694, -0.08837], [1.31661, 5.44765, 0.24514], [0.63187, 3.24043, 0.80957], [0.12975, 5.29515, -1.96159], [0.38709, 3.54033, -2.00411], [-1.07143, 4.19759, -1.25382], [1.05643, 2.37291, 0.29938], [-0.40916, 3.01982, 1.05155], [1.18229, 3.42553, 1.72927], [0.80650, 5.96142, 5.29986], [1.50500, 7.14442, 4.67176], [2.19035, 7.90047, 5.31875], [1.30205, 7.31656, 3.18599], [1.01202, 5.93132, 6.36714], [-0.27053, 6.03465, 5.14376], [1.15328, 5.03395, 4.84223], [0.24206, 7.45535, 2.96616], [1.64637, 6.42831, 2.65439], [1.85768, 8.18214, 2.83314]], "forces_ev_per_angstrom": [[0.1, 0.1, 0.2], [0.1, -0.3, 0.1], [0.0, 0.3, -0.2], [-0.3, 0.2, 0.1], [0.1, -0.1, -0.1], [-0.1, 0.3, 0.3], [0.3, 0.0, -0.1], [0.0, 0.0, -0.1], [-0.2, 0.0, -0.1], [-0.2, -0.1, 0.3], [0.1, -0.1, 0.1], [-0.2, -0.2, 0.3], [0.2, 0.1, 0.1], [0.4, 0.0, -0.4], [0.9, -0.2, 0.0], [-0.9, 0.1, 0.1], [-0.1, 0.0, 0.1], [0.0, 0.2, -0.4], [0.2, -0.2, 0.1], [0.2, 0.0, -0.4], [0.1, 0.4, 0.3], [0.0, -0.1, 0.1], [0.0, -0.1, -0.1], [0.2, -0.3, 0.0], [0.0, 0.0, -0.1], [0.0, 0.1, 0.0], [-0.1, -0.1, 0.1], [0.0, 0.1, 0.0], [0.0, 0.0, 0.0], [0.2, 0.0, -0.2], [-0.1, -0.1, 0.1], [-0.1, 0.0, 0.0], [0.1, 0.2, 0.0], [-0.1, 0.0, 0.0], [-0.1, 0.0, 0.1], [0.1, -0.1, 0.0], [-0.1, -0.1, -0.1], [0.1, 0.1, 0.0], [0.0, -0.1, 0.0], [0.0, 0.0, 0.0], [-0.1, 0.0, 0.0], [0.0, -0.2, 0.0], [0.1, -0.1, 0.0], [0.0, -0.1, -0.1], [0.0, -0.1, -0.2], [0.1, -0.1, 0.1], [-0.1, 0.0, 0.1], [0.0, 0.0, 0.0], [-0.1, -0.1, 0.0], [0.0, 0.0, -0.1], [0.0, 0.1, 0.0], [0.0, 0.0, 0.1], [0.0, 0.1, 0.0], [-0.1, 0.1, -0.1], [0.0, 0.0, 0.0], [-0.2, 0.1, 0.1], [-0.1, 0.0, 0.0], [0.2, -0.3, 0.0], [0.0, -0.1, 0.0], [0.1, 0.0, 0.0], [0.2, -0.1, -0.1], [-0.1, 0.0, 0.0], [-0.2, 0.0, -0.1], [0.0, 0.2, 0.0], [-0.1, 0.0, 0.0], [0.0, 0.1, 0.1], [0.0, 0.0, 0.0], [0.1, -0.2, 0.0], [0.0, 0.0, 0.0], [0.0, 0.2, 0.0], [0.3, -0.3, -0.2], [0.0, 0.0, 0.0], [-0.1, 0.1, 0.0], [0.0, 0.1, 0.0], [-0.1, 0.0, 0.0], [-0.1, 0.1, 0.1], [0.0, 0.0, 0.0], [0.1, -0.2, 0.0], [0.0, 0.0, 0.0], [-0.1, 0.1, 0.0], [0.1, -0.1, 0.1], [0.0, 0.0, 0.0], [0.0, 0.1, 0.0], [-0.1, 0.1, 0.0], [0.0, 0.1, -0.1], [-0.1, 0.0, 0.0], [0.0, 0.0, 0.0], [0.2, 0.1, 0.1], [-0.2, -0.2, -0.1], [0.1, 0.3, 0.2], [0.0, 0.1, 0.1], [0.0, 0.1, 0.0], [0.0, -0.1, -0.1], [-0.1, 0.0, 0.0], [0.0, -0.1, -0.1], [-0.1, 0.0, 0.0], [0.0, 0.0, 0.0], [0.1, 0.1, 0.0], [0.0, 0.0, 0.0], [0.0, 0.0, 0.0], [0.1, 0.1, 0.0], [0.0, 0.0, 0.0], [-0.1, 0.0, 0.0], [-0.1, 0.0, 0.1], [-0.1, 0.0, 0.0], [0.0, -0.1, 0.0], [0.0, 0.0, 0.0], [0.1, 0.2, 0.0], [0.0, 0.0, 0.0], [0.0, 0.0, 0.0], [0.1, 0.1, 0.1], [0.0, 0.0, 0.0], [-0.1, -0.1, 0.0], [0.0, -0.1, 0.0], [-0.1, 0.0, 0.0], [0.0, -0.1, -0.1], [0.0, 0.0, 0.0], [0.1, 0.1, 0.2], [-0.1, -0.1, 0.0], [0.0, 0.0, 0.0], [0.2, 0.1, 0.1], [0.0, 0.0, 0.0], [0.0, -0.1, -0.1], [-0.1, 0.0, 0.0], [0.0, -0.1, 0.0], [-0.1, 0.0, -0.1], [0.0, 0.0, 0.0]], "lowdin_charge": [0.029, -0.540, 0.108, -0.009, -0.147, -0.173, -0.159, -0.119, -0.088, -0.012, 0.151, 0.106, -0.090, 0.019, -0.451, 0.226, 0.112, -0.039, -0.084, -0.025, -0.398, 0.124, 0.127, -0.354, 0.169, 0.152, -0.354, 0.164, 0.148, -0.395, 0.152, 0.089, 0.773, -0.117, -0.125, -0.110, -0.112, -0.086, 0.089, 0.087, 0.100, 0.135, 0.131, 0.130, 0.080, 0.097, 0.133, 0.123, 0.130, 0.138, 0.189, 0.145, 0.110, 0.119, 0.088, 0.134, 0.124, -0.015, -0.494, 0.040, -0.015, 0.048, 0.056, 0.097, 0.083, 0.089, 0.082, -0.025, -0.477, 0.023, -0.019, 0.077, 0.087, 0.084, 0.085, 0.079, 0.080, -0.016, -0.484, 0.047, -0.018, 0.080, 0.088, 0.089, 0.089, 0.089, 0.082, -0.007, -0.491, 0.055, -0.023, 0.076, 0.092, 0.093, 0.086, 0.093, 0.069, -0.028, -0.499, 0.067, -0.020, 0.063, 0.090, 0.085, 0.087, 0.086, 0.082, -0.021, -0.494, 0.072, -0.021, 0.089, 0.087, 0.067, 0.074, 0.085, 0.078, -0.032, -0.506, 0.068, -0.026, 0.082, 0.080, 0.077, 0.086, 0.064, 0.083]}